(1)
{"formula": "C6H15ClINO2PRe", "method": "ωB97M-V/def2-TZVPD", "de_lowest_kcal_mol": 0.0, "total_charge": 3, "spin_multiplicity": 4, "lumo_ev": [-13.6, -14.5], "homo_ev": [-20.57, -20.23], "s2": 3.78, "symbols": ["C", "C", "H", "H", "H", "O", "I", "Re", "P", "C", "C", "H", "H", "H", "C", "H", "H", "H", "H", "H", "H", "C", "O", "Cl", "N", "H", "H", "H"], "coordinates": [[-2.56434, 1.88191, -2.62562], [-2.35454, 0.52431, -2.26118], [-3.30927, 1.99169, -3.44666], [-1.57711, 2.26725, -2.93561], [-2.87068, 2.43589, -1.73027], [-2.48755, -0.61621, -2.08996], [-2.91799, 1.77132, 2.39299], [-0.78937, 0.59697, 1.07951], [0.74119, -0.54674, 0.08050], [0.91167, -2.36818, 0.29772], [0.73301, -0.44229, -1.75127], [2.63605, 0.94324, 0.45277], [3.09004, -0.41196, -0.65121], [2.94842, -0.70549, 1.13843], [2.56948, -0.13724, 0.27949], [0.48011, 0.59694, -2.00900], [1.72461, -0.68699, -2.18141], [1.31990, -2.82260, -0.62252], [-0.06781, -2.80735, 0.56229], [-0.05808, -1.09023, -2.17689], [1.59067, -2.54995, 1.14925], [-1.42253, -1.06997, 1.84955], [-1.71287, -2.04713, 2.47988], [0.29820, 2.74551, 0.57244], [0.58740, 0.60229, 2.78740], [0.40750, 1.48147, 3.27300], [1.61142, 0.62807, 2.62925], [0.48246, -0.16451, 3.45713]], "lowdin_charge": [0.0943, 0.0108, 0.1844, 0.1522, 0.1395, 0.3545, 0.7122, 0.5837, 0.5935, -0.1939, -0.2286, 0.0363, 0.0822, 0.0671, -0.1755, 0.0353, 0.0910, 0.0917, 0.0473, 0.0539, 0.0757, -0.3439, 0.1828, 0.0288, 0.0157, 0.0854, 0.1046, 0.1188]}

(2)
{"formula": "C6H15ClN3S", "method": "ωB97M-V/def2-TZVPD", "total_charge": 1, "spin_multiplicity": 3, "lumo_ev": [-2.8, -6.6], "homo_ev": [-10.86, -12.63], "s2": 2.01, "symbols": ["C", "C", "C", "C", "C", "C", "N", "N", "N", "S", "Cl", "H", "H", "H", "H", "H", "H", "H", "H", "H", "H", "H", "H", "H", "H", "H"], "coordinates": [[2.22852, -1.02656, 0.37562], [1.28608, -1.20102, -0.79689], [1.35377, -0.13449, 1.35384], [0.61586, 0.19540, -0.94553], [-0.42004, 1.49945, 1.06103], [-1.90230, 1.04167, 1.33289], [-2.66655, 2.24990, -0.88509], [-2.47537, -1.51012, -1.13494], [0.53245, 0.64723, 0.39540], [-2.94770, 0.91769, -0.07236], [-2.25151, -2.60242, 0.27109], [2.46691, -1.88884, 0.88545], [3.07268, -0.44521, 0.00293], [1.90655, -1.56734, -1.53472], [0.51518, -2.00651, -0.70690], [0.56700, -0.82827, 1.78445], [1.97546, 0.47352, 1.91161], [1.10472, 0.89001, -1.58560], [-0.36884, 0.23013, -1.48988], [-0.04752, 1.61798, 2.06274], [-0.30454, 2.49376, 0.59069], [-1.97105, -0.06795, 1.66818], [-2.35789, 1.77975, 2.17161], [-3.24191, 2.48420, -1.60126], [-3.26689, -2.04293, -1.65795], [-1.63021, -1.67602, -1.79873]], "lowdin_charge": [-0.1124, -0.1403, -0.0458, -0.0954, -0.1818, -0.4369, -0.3193, -0.4924, 0.0016, 0.8445, 0.4555, 0.0971, 0.1319, 0.0934, 0.1045, 0.1739, 0.1166, 0.1460, 0.1324, 0.1123, 0.1469, 0.0651, 0.1488, -0.0616, 0.0680, 0.0473]}

(3)
{"formula": "C6H15IP", "method": "ωB97M-V/def2-TZVPD", "de_lowest_kcal_mol": 29.8, "total_charge": 1, "lumo_ev": -4.5, "homo_ev": -13.93, "symbols": ["C", "C", "C", "C", "C", "C", "P", "I", "H", "H", "H", "H", "H", "H", "H", "H", "H", "H", "H", "H", "H", "H", "H"], "coordinates": [[0.11126, -1.28730, 2.56695], [0.42349, 2.32861, 0.26602], [-0.03148, 0.17241, -2.95916], [-0.29463, -1.62319, 1.15203], [-0.23490, 1.12163, 0.86331], [-0.70187, -0.56657, -1.76720], [-0.01688, -0.35888, -0.12218], [2.50592, -0.54473, -0.54699], [1.01929, -0.83445, 2.42606], [-0.59979, -0.68263, 3.02251], [0.29721, -2.26366, 3.10083], [-0.35574, 2.80273, -0.46925], [0.64171, 2.98845, 1.00384], [1.17710, 1.89616, -0.26495], [0.56568, 1.05912, -2.77581], [0.72722, -0.50423, -3.39448], [-0.65031, 0.25481, -3.78637], [-1.36207, -1.73293, 1.24443], [0.23854, -2.58408, 0.79066], [-1.26403, 1.16775, 1.20219], [0.32504, 0.88939, 1.87701], [-0.79807, -1.67515, -1.71693], [-1.72269, -0.02326, -1.71253]], "lowdin_charge": [-0.1371, -0.1331, -0.1430, -0.4059, -0.4003, -0.3673, 0.7036, 0.6496, 0.0184, 0.0656, 0.1274, 0.1365, 0.0520, -0.0530, 0.0693, 0.0750, 0.0548, 0.0924, 0.1237, 0.1077, 0.1253, 0.1042, 0.1339]}

(4)
{"formula": "C6H15N", "method": "ωB97M-V/def2-TZVPD", "de_lowest_kcal_mol": 44.8, "smiles": "C=NC.CCCC", "total_charge": 0, "lumo_ev": 1.1, "homo_ev": -9.48, "symbols": ["C", "N", "C", "H", "H", "H", "H", "H", "C", "C", "C", "C", "H", "H", "H", "H", "H", "H", "H", "H", "H", "H"], "coordinates": [[2.69891, -0.14895, -2.41888], [1.53142, -0.45836, -2.80559], [1.09975, -1.88370, -2.45769], [3.24622, 0.62466, -2.97784], [3.15287, -0.60091, -1.52355], [0.00717, -1.90245, -2.38544], [1.48665, -2.26054, -1.51669], [1.36340, -2.68476, -3.18377], [-0.65307, 2.40498, 2.16133], [-0.51524, 1.19276, 1.24517], [-1.61862, 0.16163, 1.46350], [-1.39573, -1.07668, 0.56289], [-1.64765, 2.84314, 2.07351], [0.04393, 3.17762, 1.91190], [-0.54361, 2.15372, 3.19169], [0.47170, 0.72497, 1.50301], [-0.44484, 1.51624, 0.22029], [-1.57818, -0.14852, 2.55935], [-2.60830, 0.59698, 1.40062], [-2.19193, -1.81812, 0.64715], [-0.51031, -1.66441, 0.80566], [-1.39453, -0.74931, -0.47661]], "lowdin_charge": [-0.1029, -0.0723, -0.1387, 0.0660, 0.0695, 0.0493, 0.0513, 0.0784, -0.1234, -0.2914, -0.2772, -0.1203, 0.0712, 0.0585, 0.0587, 0.1183, 0.0970, 0.1227, 0.0967, 0.0618, 0.0663, 0.0603]}

(5)
{"formula": "C6H15N", "method": "ωB97M-V/def2-TZVPD", "de_lowest_kcal_mol": 26.4, "smiles": "CCCCCCN", "total_charge": 0, "lumo_ev": 1.2, "homo_ev": -9.02, "symbols": ["C", "C", "C", "C", "C", "C", "N", "H", "H", "H", "H", "H", "H", "H", "H", "H", "H", "H", "H", "H", "H", "H"], "coordinates": [[0.87505, 1.11980, 2.72346], [1.22254, 1.16336, 1.22369], [1.04233, -0.25692, 0.63596], [-0.42623, -0.60572, 0.23648], [-0.79453, 0.27331, -1.08677], [-0.51716, -0.62211, -2.30593], [-1.54117, -1.61472, -2.60497], [-0.14665, 0.78115, 2.90963], [0.94418, 2.11304, 3.17036], [1.49518, 0.49532, 3.37626], [2.27881, 1.46072, 1.17140], [0.60202, 1.79700, 0.60200], [1.20581, -0.99074, 1.42990], [1.64828, -0.45191, -0.24696], [-0.60432, -1.65714, 0.00300], [-1.15757, -0.15485, 0.88712], [-0.19529, 1.17711, -1.02313], [-1.82424, 0.58612, -0.91900], [-0.24209, -0.04648, -3.17435], [0.34384, -1.27033, -2.02669], [-1.93692, -2.06763, -1.79726], [-2.27187, -1.22837, -3.18421]], "lowdin_charge": [-0.1213, -0.2400, -0.2227, -0.1828, -0.1826, -0.2992, -0.0141, 0.0647, 0.0628, 0.0736, 0.1055, 0.0833, 0.0986, 0.1008, 0.0966, 0.0851, 0.0784, 0.0957, 0.0999, 0.1051, 0.0543, 0.0583]}

(6)
{"formula": "C6H15N", "method": "ωB97M-V/def2-TZVPD", "de_lowest_kcal_mol": 61.0, "smiles": "CCNCC(C)C", "total_charge": 0, "lumo_ev": 1.1, "homo_ev": -8.34, "symbols": ["C", "C", "N", "C", "C", "C", "C", "H", "H", "H", "H", "H", "H", "H", "H", "H", "H", "H", "H", "H", "H", "H"], "coordinates": [[-2.96995, 1.83459, 0.56833], [-1.48813, 1.80808, 0.07955], [-0.44701, 0.89690, 0.47256], [-0.07941, -0.24218, -0.28747], [1.37377, -0.97123, 0.10125], [2.56721, -0.56881, -0.79407], [1.26277, -2.45350, 0.11985], [-2.95843, 2.13520, 1.55595], [-3.59059, 1.00189, 0.42297], [-3.55696, 2.58670, -0.13654], [-1.44483, 1.96548, -1.00936], [-1.15629, 2.97262, 0.26042], [-0.50076, 0.65436, 1.40939], [-0.76464, -1.14402, -0.09448], [0.00190, 0.15236, -1.32320], [1.55722, -0.66786, 1.16954], [3.02028, -1.47032, -1.09508], [2.17762, -0.10063, -1.70293], [3.29143, 0.12571, -0.33162], [1.78441, -2.94951, -0.62568], [0.24425, -2.74232, 0.06356], [1.67614, -2.82353, 1.17706]], "lowdin_charge": [-0.0974, -0.2953, -0.1026, -0.1804, -0.3770, -0.0701, -0.1128, 0.0258, 0.0311, 0.1144, 0.0929, 0.1392, 0.0832, 0.1108, 0.1135, 0.1257, 0.0384, 0.0691, 0.0813, 0.0388, 0.0414, 0.1301]}

(7)
{"formula": "C6H15N", "method": "ωB97M-V/def2-TZVPD", "de_lowest_kcal_mol": 22.4, "smiles": "CCN(C)C(C)C", "total_charge": 0, "lumo_ev": 1.1, "homo_ev": -8.23, "symbols": ["C", "C", "N", "C", "C", "C", "C", "H", "H", "H", "H", "H", "H", "H", "H", "H", "H", "H", "H", "H", "H", "H"], "coordinates": [[-1.25142, -0.71639, 2.31142], [-0.94339, 0.29775, 1.20965], [0.24775, -0.10030, 0.45208], [1.36521, 0.78847, 0.68627], [-0.06847, -0.36127, -0.96765], [-0.44216, 0.90268, -1.75287], [1.05425, -1.12052, -1.67018], [-2.28484, -0.71001, 2.64773], [-1.02016, -1.67961, 1.91252], [-0.58363, -0.61450, 3.16550], [-1.81062, 0.40722, 0.55585], [-0.80927, 1.30136, 1.62593], [1.86253, 0.57387, 1.63258], [2.10450, 0.59499, -0.08377], [1.11127, 1.85332, 0.63145], [-0.89326, -1.07413, -0.89843], [-0.84276, 1.75470, -1.20114], [0.49033, 1.30902, -2.16014], [-1.12221, 0.63825, -2.55319], [1.99483, -0.58121, -1.67656], [1.14906, -2.08914, -1.19674], [0.69246, -1.37456, -2.67030]], "lowdin_charge": [-0.0832, -0.2676, -0.2077, -0.0988, -0.4327, -0.0603, -0.0662, 0.0659, 0.0568, 0.0681, 0.1062, 0.1068, 0.0863, 0.0659, 0.0820, 0.1327, 0.0733, 0.0767, 0.0738, 0.0647, 0.0755, 0.0818]}

(8)
{"formula": "C6H15N", "method": "ωB97M-V/def2-TZVPD", "de_lowest_kcal_mol": 169.4, "total_charge": 0, "lumo_ev": -1.7, "homo_ev": -7.93, "symbols": ["C", "C", "C", "C", "C", "C", "N", "H", "H", "H", "H", "H", "H", "H", "H", "H", "H", "H", "H", "H", "H", "H"], "coordinates": [[1.46840, 1.45382, 0.13885], [1.28295, -0.01587, 0.04684], [0.42441, -0.51538, -1.11087], [-1.06190, 0.04322, -1.27968], [-2.03558, -0.51825, -0.23880], [-1.66106, -0.04347, 1.24262], [2.50910, -0.78274, -0.20350], [0.50652, 1.89691, 0.47816], [1.78077, 1.71436, -0.93032], [2.26907, 1.65776, 0.87458], [0.97312, -0.49227, 1.07982], [0.47504, -1.64349, -1.04999], [1.05042, -0.32208, -1.97492], [-1.35271, -0.15535, -2.25336], [-1.00491, 1.15570, -1.30464], [-1.81830, -1.65791, -0.33443], [-3.01365, -0.14447, -0.51507], [-0.59685, -0.09829, 1.39922], [-2.19200, 0.97754, 1.37487], [-2.13744, -0.76691, 1.86279], [2.81892, -1.17318, 0.69202], [1.31568, -0.56966, 2.00583]], "lowdin_charge": [-0.0615, -0.5856, -0.1706, -0.2148, -0.2299, -0.0863, 0.0510, 0.0825, 0.1246, 0.0878, 0.0207, 0.1227, 0.1075, 0.0675, 0.1109, 0.1316, 0.0902, -0.0121, 0.1069, 0.0468, 0.0094, 0.2007]}

(9)
{"formula": "C6H15N", "method": "ωB97M-V/def2-TZVPD", "de_lowest_kcal_mol": 53.2, "smiles": "CCCC[C@H](C)N", "total_charge": 0, "lumo_ev": 1.1, "homo_ev": -9.44, "symbols": ["C", "C", "C", "C", "C", "C", "N", "H", "H", "H", "H", "H", "H", "H", "H", "H", "H", "H", "H", "H", "H", "H"], "coordinates": [[2.39088, -0.44801, -1.81331], [1.72833, 0.03735, -0.48414], [0.97920, -0.89133, 0.40302], [-0.59726, -0.82429, 0.48053], [-1.04304, 0.69826, 0.61329], [-2.34763, 0.63414, 1.55802], [-1.53255, 1.26973, -0.65495], [2.50635, 0.29957, -2.57454], [3.40360, -0.92384, -1.72996], [1.80952, -1.35646, -2.06250], [2.64164, 0.42358, 0.08450], [1.28888, 1.02291, -0.74194], [1.27727, -1.85460, 0.34100], [1.22154, -0.57733, 1.54969], [-1.11939, -1.28634, -0.24573], [-0.78076, -1.41948, 1.37915], [-0.33119, 1.41727, 1.13029], [-2.33947, 0.44962, 2.66052], [-3.06450, -0.14661, 1.15042], [-2.90742, 1.63746, 1.32576], [-0.91342, 1.08886, -1.41401], [-2.27057, 0.74954, -0.95511]], "lowdin_charge": [-0.1117, -0.2885, -0.2117, -0.1560, -0.4010, -0.0986, 0.0312, 0.0527, 0.0739, 0.0682, 0.1161, 0.0964, 0.0591, 0.1551, 0.0610, 0.1014, 0.1453, 0.0693, 0.0740, 0.0912, 0.0516, 0.0210]}

(10)
{"formula": "C6H15N", "method": "ωB97M-V/def2-TZVPD", "de_lowest_kcal_mol": 17.1, "smiles": "C=C(C)N.CCC", "total_charge": 0, "lumo_ev": 1.0, "homo_ev": -8.36, "symbols": ["C", "C", "C", "N", "H", "H", "H", "H", "H", "H", "H", "C", "C", "C", "H", "H", "H", "H", "H", "H", "H", "H"], "coordinates": [[0.56097, 1.50983, 0.75183], [1.56033, 1.02429, 1.47883], [1.35850, 0.06358, 2.60534], [2.90196, 1.39448, 1.27776], [0.77358, 2.20624, -0.04680], [-0.46775, 1.23592, 0.95572], [1.67236, 0.49737, 3.55799], [1.95238, -0.84524, 2.46112], [0.31473, -0.22963, 2.67725], [3.53686, 0.62171, 1.42567], [3.06314, 1.79714, 0.36414], [-2.31517, 0.16786, -1.87261], [-1.90252, -1.10091, -1.14325], [-0.56895, -1.63991, -1.62913], [-1.61164, 0.97937, -1.67430], [-3.31980, 0.46856, -1.58534], [-2.30427, -0.00473, -2.95315], [-2.65507, -1.87860, -1.29451], [-1.88857, -0.94746, -0.06294], [-0.20076, -2.44613, -0.99129], [-0.66219, -2.01018, -2.65272], [0.20187, -0.86357, -1.64961]], "lowdin_charge": [0.0066, -0.4945, -0.0632, 0.0683, 0.0517, 0.0498, 0.0823, 0.0780, 0.0722, 0.0791, 0.0819, -0.1261, -0.3368, -0.1329, 0.0607, 0.0657, 0.0720, 0.0967, 0.0888, 0.0665, 0.0694, 0.0636]}

Across the entries above, F_max takes the values 8.766; 4.896; 5.834; 2.873; 3.686; 4.100; 1.089; 7.686; 5.334; 0.309 eV Å⁻¹, respectively.